{"formula": "C3H5N3", "method": "ωB97M-V with the def2-TZVPD basis set", "e_homo_ev": -9.53, "lumo_energy_ev": 1.17, "orbital_gap_ha": 0.3931, "smiles": "Cc1cn[nH]n1", "e_tot_ha": -281.534272, "relative_energy_kj_mol": 146.4, "elements": ["C", "C", "N", "N", "N", "C", "H", "H", "H", "H", "H"], "xyz": [[1.06, -1.32, -0.04], [-0.02, -0.29, 0.15], [0.28, 0.76, 0.98], [-0.47, 1.73, 0.50], [-1.27, 1.41, -0.49], [-1.11, 0.10, -0.65], [1.56, -1.42, 0.92], [0.75, -2.30, -0.41], [1.79, -0.90, -0.75], [-0.62, 2.64, 0.91], [-1.95, -0.41, -1.14]], "nbo_charge": [-0.64, 0.09, -0.25, -0.15, -0.24, -0.12, 0.23, 0.22, 0.23, 0.40, 0.23]}